No. 1
This record from the OMol25 dataset describes a structure of composition C45H36AsCl5N2PPtS in a non-equilibrium geometry. The level of theory is ωB97M-V with the def2-TZVPD basis set.

## Properties
Frontier orbital gap ... 7.2819 eV
Electronic energy ... -7241.33280 Eh
Molecular weight ... 1115.1 g/mol
E_HOMO ... -0.39130 Eh
Net charge ... +1

```
92
Properties=species:S:1:pos:R:3:mulliken_charge:R:1
Pt -1.780 -0.179 -1.073 0.86
C -1.810 -2.759 5.142 -1.56
C -1.722 -2.243 3.733 0.96
C -1.823 -3.088 2.631 -1.35
C -1.741 -2.558 1.360 -0.64
N -1.565 -1.246 1.107 0.57
C -1.459 -0.444 2.167 -0.61
C -1.530 -0.896 3.471 -0.76
H -2.040 -3.822 5.167 0.38
H -2.580 -2.222 5.698 0.38
H -0.864 -2.599 5.663 0.31
H -1.962 -4.155 2.761 0.43
H -1.800 -3.215 0.500 0.76
H -1.321 0.607 1.959 0.34
H -1.426 -0.185 4.282 0.54
C 1.756 -1.236 -0.765 -1.26
C 1.546 -1.834 0.627 -1.30
As 1.906 -0.563 2.106 0.46
C 3.665 -0.013 1.448 -0.14
C 3.910 1.335 1.214 -0.23
C 5.155 1.758 0.754 -0.68
C 6.164 0.833 0.536 -0.48
C 5.926 -0.521 0.765 -0.68
C 4.683 -0.941 1.218 -0.14
C 2.532 -1.827 3.455 0.27
C 2.353 -3.205 3.386 -0.08
C 2.956 -4.041 4.325 -0.80
C 3.725 -3.502 5.346 -0.47
C 3.868 -2.122 5.446 -0.71
C 3.273 -1.291 4.509 -0.42
P 0.487 -0.129 -1.545 2.11
C 1.095 1.585 -1.305 1.27
C 1.744 2.324 -2.290 -0.84
C 2.003 3.678 -2.099 -0.92
C 1.620 4.303 -0.921 -1.00
C 1.006 3.563 0.084 -0.68
C 0.742 2.218 -0.113 -0.02
C 0.734 -0.598 -3.285 0.73
C -0.310 -1.105 -4.054 -0.67
C -0.086 -1.503 -5.366 -0.65
C 1.185 -1.404 -5.915 -0.65
C 2.239 -0.936 -5.144 -0.89
C 2.018 -0.545 -3.832 -0.70
H 1.858 -2.041 -1.491 0.79
H 2.673 -0.645 -0.780 0.29
H 2.234 -2.670 0.758 1.03
H 0.543 -2.225 0.713 0.54
H 3.129 2.066 1.388 0.41
H 5.332 2.811 0.572 0.45
H 7.137 1.162 0.194 0.41
H 6.714 -1.246 0.599 0.42
H 4.513 -1.997 1.402 0.35
H 1.739 -3.648 2.610 0.26
H 2.831 -5.114 4.248 0.42
H 4.203 -4.153 6.067 0.39
H 4.452 -1.694 6.252 0.41
H 3.403 -0.218 4.588 0.41
H 2.027 1.863 -3.226 0.44
H 2.490 4.245 -2.883 0.48
H 1.792 5.364 -0.789 0.51
H 0.728 4.037 1.018 0.49
H 0.259 1.650 0.672 -0.35
H -1.302 -1.173 -3.634 0.26
H -0.907 -1.884 -5.960 0.43
H 1.356 -1.696 -6.943 0.41
H 3.236 -0.874 -5.562 0.43
H 2.856 -0.198 -3.236 0.50
S -5.864 -1.469 0.162 -0.22
C -4.297 -1.686 -0.445 -0.09
N -3.904 -0.869 -1.387 -0.36
C -4.959 0.017 -1.702 -0.70
C -4.931 0.976 -2.716 -0.17
C -6.038 1.776 -2.887 -0.66
C -7.179 1.621 -2.079 -0.60
C -7.236 0.643 -1.109 -0.51
C -6.105 -0.159 -0.938 1.06
H -3.679 -2.492 -0.074 0.53
H -4.055 1.073 -3.346 0.38
H -6.037 2.529 -3.666 0.45
H -8.033 2.268 -2.232 0.41
H -8.129 0.490 -0.518 0.43
Cl -3.513 1.531 0.795 0.05
C -2.765 2.440 -0.497 0.70
C -2.116 1.770 -1.528 -1.24
C -1.660 2.557 -2.594 0.77
Cl -1.096 1.834 -4.054 -0.08
C -1.751 3.950 -2.569 0.02
Cl -1.172 4.890 -3.885 -0.15
C -2.327 4.591 -1.474 0.27
Cl -2.389 6.305 -1.401 -0.18
C -2.870 3.829 -0.452 -0.11
Cl -3.661 4.591 0.869 -0.19
```

No. 2
This record from the OMol25 dataset describes a structure of composition C45H36AsCl5N2PPtS. The level of theory is ωB97M-V with the def2-TZVPD basis set.

## Properties
Frontier orbital gap (spin up / spin down) ... 7.7763 / 6.0850 eV
Electronic energy ... -7241.29520 Eh
Molecular weight ... 1115.1 g/mol
E_HOMO (spin up / spin down) ... -0.37216 / -0.38408 Eh
Spin multiplicity ... 3
Net charge ... +1

```
92
Properties=species:S:1:pos:R:3:mulliken_charge:R:1
Pt -0.190 0.376 0.127 2.29
C -2.428 -1.709 -5.711 -1.59
C -1.969 -1.285 -4.350 1.16
C -1.073 -2.040 -3.602 -1.00
C -0.637 -1.566 -2.379 -0.59
N -1.058 -0.411 -1.867 0.26
C -1.951 0.305 -2.552 -0.53
C -2.418 -0.091 -3.788 -1.11
H -2.075 -2.707 -5.960 0.37
H -2.047 -1.009 -6.457 0.34
H -3.516 -1.698 -5.771 0.39
H -0.705 -2.989 -3.966 0.40
H 0.076 -2.126 -1.788 0.53
H -2.300 1.219 -2.092 0.64
H -3.135 0.528 -4.312 0.48
C 3.753 0.046 0.542 -0.93
C 3.945 0.237 2.055 -1.73
As 4.273 2.059 2.785 0.33
C 6.039 2.350 1.971 0.37
C 6.251 3.500 1.220 -0.28
C 7.504 3.780 0.693 -0.57
C 8.563 2.918 0.931 -0.44
C 8.362 1.771 1.689 -0.63
C 7.107 1.487 2.204 -0.25
C 4.978 1.520 4.531 0.23
C 5.031 0.219 5.018 0.02
C 5.647 -0.051 6.234 -0.69
C 6.198 0.977 6.979 -0.45
C 6.118 2.285 6.518 -0.64
C 5.508 2.551 5.304 -0.61
P 2.188 0.633 -0.283 0.20
C 2.458 2.420 -0.524 1.32
C 3.270 2.913 -1.544 -0.56
C 3.343 4.277 -1.771 -1.16
C 2.648 5.160 -0.956 -0.82
C 1.905 4.680 0.112 -0.83
C 1.803 3.315 0.320 -0.56
C 2.383 -0.096 -1.945 0.74
C 2.832 -1.408 -2.101 -0.72
C 2.890 -1.990 -3.358 -0.80
C 2.494 -1.274 -4.476 -0.68
C 2.029 0.026 -4.331 -0.96
C 1.961 0.606 -3.075 -0.12
H 3.794 -1.029 0.352 0.42
H 4.566 0.513 -0.023 0.49
H 4.829 -0.342 2.329 0.76
H 3.093 -0.191 2.590 0.69
H 5.430 4.185 1.059 0.38
H 7.653 4.678 0.106 0.41
H 9.546 3.144 0.538 0.39
H 9.191 1.103 1.888 0.40
H 6.970 0.596 2.807 0.32
H 4.595 -0.599 4.457 0.29
H 5.696 -1.072 6.591 0.39
H 6.684 0.762 7.922 0.38
H 6.531 3.095 7.106 0.39
H 5.448 3.573 4.943 0.36
H 3.832 2.235 -2.174 0.67
H 3.949 4.652 -2.586 0.50
H 2.705 6.225 -1.141 0.48
H 1.390 5.366 0.773 0.55
H 1.202 2.934 1.134 0.69
H 3.158 -1.981 -1.240 0.25
H 3.252 -3.005 -3.461 0.44
H 2.553 -1.725 -5.458 0.44
H 1.722 0.595 -5.199 0.49
H 1.596 1.616 -2.973 0.38
S 0.324 -3.727 2.524 -0.25
C 0.796 -2.459 1.465 -0.22
N -0.157 -1.812 0.878 0.20
C -1.402 -2.312 1.247 -0.40
C -2.645 -1.861 0.800 0.05
C -3.784 -2.478 1.270 -0.95
C -3.706 -3.538 2.179 -0.53
C -2.488 -3.998 2.633 -0.55
C -1.338 -3.378 2.157 0.46
H 1.844 -2.238 1.310 0.24
H -2.697 -1.038 0.097 0.33
H -4.753 -2.139 0.930 0.43
H -4.617 -4.004 2.531 0.41
H -2.424 -4.819 3.334 0.43
Cl -1.618 1.083 2.610 -0.16
C -1.747 2.416 1.498 1.21
C -1.165 2.234 0.241 -2.35
C -1.245 3.316 -0.631 1.33
Cl -0.543 3.204 -2.204 -0.15
C -1.869 4.513 -0.278 -0.15
Cl -1.928 5.826 -1.382 -0.17
C -2.443 4.646 0.985 0.47
Cl -3.216 6.108 1.433 -0.17
C -2.382 3.584 1.888 -0.13
Cl -3.071 3.733 3.454 -0.18
```